Record 1
A molecular structure, C15H35N5O5Tl. Source: OMol25; level of theory: wB97M-V/def2-TZVPD.

Results
HOMO energy, eV: -17.5
Max |F|, eV/A: 3.14
Net charge: +3
Energy above the lowest of the compared OMol25 structures with the same formula, charge and spin, eV: 1.819
Kohn-Sham gap, eV: 2.7

Last column: natural (NBO) charge in e.
Element x y z (Å)
Tl -1.285 -0.166 -0.739  1.16
C 0.381 4.772 0.063  -0.68
C -0.434 3.624 0.714  0.69
O -0.540 2.539 0.130  -0.55
N -0.862 3.847 1.946  -0.54
C -1.606 2.950 2.769  -0.43
H 0.009 5.704 0.488  0.25
H 0.041 4.731 -0.972  0.24
H 1.470 4.732 0.023  0.26
H -0.987 4.812 2.216  0.43
H -2.057 2.145 2.187  0.20
H -2.456 3.518 3.146  0.25
H -1.030 2.432 3.535  0.22
C -6.178 -1.497 -2.337  -0.73
C -4.887 -1.858 -1.766  0.70
O -4.051 -0.934 -1.602  -0.57
N -4.611 -3.117 -1.261  -0.54
C -5.436 -4.283 -1.520  -0.44
H -6.101 -0.502 -2.776  0.27
H -6.923 -1.414 -1.545  0.28
H -6.641 -2.248 -2.977  0.28
H -3.835 -3.155 -0.616  0.40
H -4.944 -5.220 -1.256  0.24
H -5.533 -4.380 -2.601  0.23
H -6.361 -4.266 -0.944  0.23
C 0.811 3.006 -3.810  -0.70
C 1.445 2.189 -2.660  0.68
O 0.828 1.314 -2.082  -0.51
N 2.800 2.337 -2.490  -0.46
C 3.580 1.649 -1.494  -0.44
H -0.242 3.231 -3.645  0.26
H 1.005 2.424 -4.711  0.27
H 1.268 3.995 -3.778  0.24
H 3.312 2.964 -3.093  0.44
H 4.463 2.236 -1.240  0.25
H 3.943 0.708 -1.907  0.24
H 2.956 1.443 -0.624  0.23
C 3.043 0.165 2.076  -0.70
C 1.514 0.007 2.146  0.68
O 0.929 0.174 1.091  -0.60
N 0.807 -0.237 3.229  -0.55
C 1.352 -0.480 4.567  -0.44
H 3.530 -0.239 2.964  0.25
H 3.361 1.199 1.945  0.26
H 3.501 -0.365 1.242  0.24
H -0.193 -0.367 3.171  0.42
H 1.254 0.352 5.264  0.24
H 2.433 -0.597 4.642  0.23
H 0.862 -1.369 4.964  0.23
C 3.199 -2.731 -1.040  -0.71
C 1.688 -2.581 -0.745  0.69
O 1.035 -1.847 -1.475  -0.53
N 1.109 -3.274 0.235  -0.53
C 1.954 -4.006 1.197  -0.45
H 3.469 -2.242 -1.976  0.26
H 3.512 -3.774 -0.998  0.27
H 3.844 -2.234 -0.314  0.25
H 0.134 -3.145 0.466  0.41
H 2.470 -3.391 1.934  0.21
H 2.634 -4.760 0.800  0.25
H 1.245 -4.523 1.844  0.24

Forces on the atoms, in the same order (eV/Å):
0.83 0.32 -0.08
-1.68 -0.30 -0.77
1.72 0.36 0.36
-0.11 -0.54 -0.68
-0.11 0.76 -0.07
-1.36 -1.05 -0.12
0.38 0.12 -0.01
0.09 0.32 -0.16
-0.16 -0.43 0.67
0.58 0.09 -0.04
0.05 0.08 -0.34
0.20 -0.27 0.57
0.17 0.58 0.21
-1.24 0.19 -0.52
1.66 -1.56 1.91
0.40 -0.04 0.18
-0.45 1.97 -0.61
0.19 -0.63 -0.21
-0.09 -0.32 -0.32
0.18 0.05 0.49
0.42 0.07 -0.41
0.00 -0.13 -0.28
0.40 0.33 0.31
-0.69 0.11 0.08
-0.20 0.17 -0.41
0.65 0.26 1.52
0.44 1.17 -2.14
-0.29 -1.25 1.43
-0.93 0.22 0.60
-0.04 -0.23 -0.13
-0.03 -0.69 -0.01
-0.16 0.41 -0.19
0.37 -0.07 -0.65
-0.26 0.08 -0.30
-0.14 0.12 -0.01
0.03 -0.27 0.08
-0.06 -0.07 0.01
0.18 -0.49 0.93
1.03 0.38 0.11
-1.24 0.01 -2.88
1.19 -0.28 2.01
0.29 -0.11 0.83
-0.03 0.21 0.06
-0.44 0.14 0.25
-0.63 -0.17 -0.18
0.11 0.21 -0.45
-0.84 0.20 -0.21
-0.08 -0.49 -0.79
0.18 0.14 0.19
-0.20 0.10 0.35
0.89 -0.28 -0.15
-1.15 1.35 -0.72
2.03 -0.54 0.79
-1.29 -0.52 1.22
-0.44 -0.40 -0.16
-0.18 -0.01 -0.38
-0.40 0.12 0.51
0.14 0.07 -0.27
0.29 0.51 -0.47
-0.22 0.31 -0.42
0.02 -0.39 -0.14

---

Record 2
A molecular structure, C14H26MgO8S4. Source: OMol25; level of theory: wB97M-V/def2-TZVPD.

Results
HOMO energy, eV: -5.8
Max |F|, eV/A: 7.11
Energy above the lowest of the compared OMol25 structures with the same formula, charge and spin, eV: 2.940
Kohn-Sham gap, eV: 5.4

Last column: natural (NBO) charge in e.
Element x y z (Å)
Mg 0.178 -0.536 0.250  1.75
C 0.916 1.748 3.538  -0.50
C 0.832 0.995 2.275  0.42
C 2.131 0.367 1.655  0.36
O 2.050 -0.341 0.640  -0.83
C 3.354 0.705 2.329  -0.43
C 3.350 1.380 3.528  0.37
C 2.079 1.843 4.195  0.38
O 2.000 2.501 5.331  -0.63
O 4.542 1.534 4.063  -0.61
O -0.184 0.721 1.651  -0.83
H -0.039 2.143 3.849  0.21
H 4.267 0.431 1.822  0.20
C -1.306 3.102 -0.973  -0.81
S 0.418 2.454 -1.165  1.29
O 0.300 0.960 -0.928  -1.04
C 0.411 2.606 -2.979  -0.81
H -1.586 3.865 -1.699  0.23
H -1.378 3.488 0.044  0.26
H -2.002 2.265 -1.025  0.23
H 0.304 3.641 -3.303  0.24
H -0.448 2.048 -3.350  0.22
H 1.378 2.244 -3.328  0.24
C -2.363 -2.633 2.427  -0.80
S -0.516 -2.859 2.422  1.21
O -0.029 -2.227 1.102  -1.05
C -0.190 -1.727 3.844  -0.79
H -2.730 -3.414 1.762  0.23
H -2.617 -1.699 1.926  0.24
H -2.785 -2.652 3.432  0.24
H -0.544 -2.312 4.693  0.23
H -0.866 -0.873 3.844  0.25
H 0.867 -1.465 3.790  0.27
C 3.165 -1.661 -2.034  -0.76
S 1.446 -2.308 -2.318  1.22
O 0.577 -1.515 -1.314  -1.04
C 1.347 -1.354 -3.943  -0.80
H 3.781 -2.152 -2.787  0.22
H 3.421 -2.085 -1.063  0.26
H 3.242 -0.576 -2.109  0.25
H 1.917 -1.783 -4.767  0.24
H 1.595 -0.311 -3.747  0.23
H 0.346 -1.276 -4.368  0.22
C -2.296 -0.798 -2.817  -0.79
S -2.785 -1.081 -1.059  1.23
O -1.596 -0.538 -0.226  -1.03
C -4.131 0.173 -0.917  -0.79
H -1.667 -1.672 -2.981  0.24
H -1.764 0.140 -2.976  0.24
H -3.189 -0.802 -3.442  0.23
H -3.738 1.180 -1.055  0.23
H -4.664 0.073 0.029  0.25
H -4.800 0.040 -1.767  0.23

Forces on the atoms, in the same order (eV/Å):
1.08 0.08 0.45
-3.15 -2.81 -5.72
3.41 1.13 3.57
2.67 2.41 3.68
0.18 -0.88 -1.11
-3.15 -1.34 -3.18
5.72 0.42 2.88
0.74 3.79 5.23
1.63 -2.26 -2.87
-4.18 0.19 -0.82
-3.05 0.07 -0.40
0.17 0.15 0.51
0.23 -0.08 0.37
0.25 -0.14 0.62
-1.24 -0.87 -0.20
0.46 3.25 -2.07
0.16 0.13 0.24
0.33 0.01 0.03
0.03 0.11 -0.06
0.36 -0.16 -0.19
0.06 0.10 0.29
0.25 -0.22 -0.07
-0.21 -0.22 -0.10
0.68 -0.11 -0.75
-0.50 1.52 -0.61
-0.72 -2.13 2.63
-0.84 -0.46 -0.84
-0.19 -0.23 0.39
0.42 0.26 0.26
0.15 -0.27 -0.10
0.74 -0.25 0.23
0.41 0.29 -0.55
-0.13 0.01 0.44
-0.58 -1.43 -0.01
0.04 3.25 0.47
1.38 -2.82 -3.79
-0.90 0.13 0.13
0.06 0.04 -0.11
0.13 0.54 0.10
-0.35 -0.20 0.30
0.52 -0.15 0.48
0.47 -0.19 0.19
-0.39 -0.51 0.49
-0.46 -0.29 0.72
1.67 1.82 0.70
-5.29 -0.85 -1.76
0.49 -0.04 -0.60
0.04 0.27 -0.38
0.11 -0.14 0.44
0.00 -0.29 0.03
0.25 -0.12 0.37
0.21 -0.08 -0.10
-0.18 -0.42 0.14

---

Record 3
A molecular structure, C24H42DyNOP3. Source: OMol25; level of theory: wB97M-V/def2-TZVPD.

Results
HOMO energy (spin up / spin down), eV: -16.0 / -16.1
<S²>: 9.354
Max |F|, eV/A: 8.20
Net charge: +3
Energy above the lowest of the compared OMol25 structures with the same formula, charge and spin, eV: 5.685
Multiplicity: 6
Kohn-Sham gap (spin up / spin down), eV: 5.0 / 5.1

Last column: Mulliken charge in e.
Element x y z (Å)
Dy -1.244 1.241 -1.236  0.57
P -1.760 -1.569 0.061  0.96
P 1.567 -0.749 1.744  1.21
P 1.179 -1.682 -1.503  1.39
H -1.267 3.905 -1.588  0.39
C -1.758 3.271 -2.321  -0.32
C -2.792 2.427 -2.073  -0.44
H -3.489 2.680 -1.256  0.47
C -3.318 -1.154 0.938  -1.08
C -1.206 -2.892 1.195  -1.16
C -2.408 -2.610 -1.334  -1.16
C 2.963 0.433 1.985  -1.36
C 0.812 -0.596 3.426  -1.22
C 2.477 -2.329 1.986  -1.47
C 0.912 -1.863 -3.335  -1.72
C 1.541 -3.584 -1.379  -1.46
C 2.930 -1.204 -1.482  -1.23
H -1.506 3.634 -3.311  0.32
H -3.028 1.591 -2.791  0.35
H -3.887 -0.396 0.386  0.42
H -3.065 -0.755 1.929  0.07
H -3.951 -2.036 1.081  0.56
H -0.835 -2.453 2.129  0.05
H -0.420 -3.527 0.768  0.19
H -2.095 -3.501 1.415  0.55
H -2.886 -1.958 -2.082  0.37
H -3.155 -3.307 -0.923  0.46
H -1.580 -3.162 -1.802  0.30
H 3.811 -0.130 2.397  0.43
H 2.650 1.217 2.687  0.38
H 3.272 0.878 1.027  0.27
H 1.472 -1.108 4.133  0.56
H -0.175 -1.055 3.426  0.32
H 0.709 0.459 3.728  0.07
H 3.557 -2.156 2.057  0.43
H 2.278 -3.021 1.158  0.07
H 2.144 -2.787 2.923  0.55
H 1.045 -2.862 -3.761  0.62
H 1.595 -1.188 -3.851  0.49
H -0.114 -1.574 -3.556  0.24
H 1.916 -3.928 -2.359  0.52
H 0.623 -4.141 -1.148  0.45
H 2.317 -3.800 -0.635  0.42
H 3.375 -1.671 -2.369  0.52
H 3.424 -1.576 -0.573  0.38
H 3.003 -0.116 -1.546  0.26
C 1.094 1.786 -3.231  1.15
C 2.296 2.449 -3.420  -0.40
C 2.583 3.016 -4.666  -0.55
C 1.672 2.703 -5.704  -0.56
C 0.594 1.846 -5.492  -0.97
C 0.334 1.245 -4.288  -0.15
O 0.741 1.783 -1.934  -0.52
H 0.811 -0.051 -0.999  -0.18
H 2.816 2.606 -2.481  0.45
H 3.452 3.667 -4.708  0.46
H 1.867 3.050 -6.733  0.41
H -0.098 1.699 -6.278  0.51
H -0.164 0.298 -4.123  0.03
N -1.707 1.509 0.951  -0.33
C -1.722 1.805 2.106  0.27
C -1.842 2.033 3.512  0.59
C -2.850 1.292 4.193  -0.36
C -2.884 1.301 5.587  -0.68
C -1.908 1.958 6.326  -0.44
C -0.881 2.643 5.672  -0.48
C -0.792 2.656 4.273  -0.44
H -3.545 0.645 3.623  0.44
H -3.670 0.710 6.048  0.43
H -1.868 1.836 7.412  0.43
H -0.071 3.129 6.213  0.43
H 0.110 3.089 3.775  0.45

Forces on the atoms, in the same order (eV/Å):
5.56 -5.26 2.93
-1.19 -0.42 -0.45
0.26 0.58 0.57
2.61 0.36 -2.16
-0.59 0.29 0.58
-2.05 2.77 -1.45
-2.17 2.81 -2.32
0.58 -0.89 0.41
-0.07 0.20 0.02
0.44 0.07 0.20
0.01 0.31 0.34
0.09 0.02 -0.26
0.06 0.25 -0.15
-0.08 -0.48 -0.26
-0.82 1.01 -0.06
-0.92 -0.47 1.52
0.16 0.13 0.06
0.91 -1.22 -0.47
-0.60 1.26 -0.01
-0.02 -0.11 0.18
-0.08 -0.04 -0.26
0.12 0.10 -0.12
-0.12 -0.23 -0.25
-0.21 0.19 0.12
0.31 0.08 -0.09
0.07 -0.36 0.10
0.27 0.10 -0.36
-0.36 0.09 0.04
-0.15 0.46 0.03
0.26 -0.11 -0.30
-0.03 -0.01 0.38
-0.25 0.15 0.09
-0.04 -0.04 0.30
0.02 -0.43 -0.17
-0.25 -0.10 -0.06
0.15 0.03 0.46
0.10 -0.11 -0.25
0.00 0.16 0.55
-0.14 0.15 -0.01
-0.08 -0.02 -0.32
-0.25 0.81 0.38
0.36 0.01 -0.03
-0.42 0.24 -0.03
0.20 0.13 0.29
-0.08 0.22 -0.29
0.25 -0.14 -0.02
1.27 -0.33 -0.39
-0.55 0.91 -0.46
-0.65 -1.06 0.35
1.08 0.76 -0.23
0.30 0.19 -0.58
0.89 0.76 1.82
-2.90 -1.70 1.78
0.04 -2.91 -0.66
0.38 0.49 -0.34
-0.16 -0.20 -0.67
-0.29 0.05 0.77
-0.25 -0.58 -1.09
-0.98 0.40 -0.28
0.16 1.56 3.79
-0.25 -0.70 -2.24
0.93 -0.67 0.47
0.09 0.10 -0.23
-0.36 -0.44 -0.79
0.34 -0.12 0.07
0.50 0.09 -0.99
-0.33 0.03 -0.28
0.31 0.75 0.45
0.22 0.18 0.21
-0.21 0.30 -0.38
-0.31 -0.19 0.09
-1.09 -0.23 0.44

---

Record 4
C15H20N2O5 in the gas phase. Source: OMol25; level of theory: wB97M-V/def2-TZVPD.

Results
HOMO energy, eV: -7.8
SMILES: COc1ccc(N2CCN(C(=O)COCC(=O)O)CC2)cc1
Max |F|, eV/A: 0.86
Energy above the lowest of the compared OMol25 structures with the same formula, charge and spin, eV: 1.472
Kohn-Sham gap, eV: 8.3

Last column: natural (NBO) charge in e.
Element x y z (Å)
C 2.756 -2.679 2.563  -0.25
O 2.942 -1.347 2.156  -0.49
C 1.846 -0.551 2.014  0.28
C 2.079 0.749 1.564  -0.23
C 1.042 1.631 1.370  -0.23
C -0.289 1.257 1.593  0.13
N -1.327 2.177 1.405  -0.42
C -1.258 3.113 0.297  -0.22
C -2.107 2.599 -0.895  -0.25
N -2.300 1.170 -0.737  -0.42
C -1.446 0.332 -1.351  0.68
O -0.633 0.732 -2.172  -0.66
C -1.554 -1.163 -1.037  -0.16
O -0.643 -1.901 -1.803  -0.52
C 0.696 -1.906 -1.336  -0.19
C 1.656 -1.705 -2.523  0.77
O 2.653 -2.360 -2.649  -0.59
O 1.297 -0.758 -3.362  -0.68
C -3.157 0.867 0.387  -0.23
C -2.692 1.744 1.587  -0.23
C -0.505 -0.031 2.083  -0.23
C 0.538 -0.921 2.293  -0.31
H 3.749 -3.123 2.579  0.21
H 2.318 -2.737 3.566  0.17
H 2.127 -3.231 1.857  0.17
H 3.097 1.049 1.375  0.23
H 1.284 2.633 1.056  0.22
H -0.227 3.235 -0.021  0.22
H -1.635 4.085 0.633  0.20
H -3.091 3.073 -0.921  0.20
H -1.597 2.776 -1.841  0.25
H -1.390 -1.336 0.036  0.20
H -2.548 -1.523 -1.321  0.22
H 0.920 -2.866 -0.855  0.20
H 0.882 -1.096 -0.620  0.20
H 0.496 -0.263 -3.044  0.52
H -4.192 1.110 0.120  0.20
H -3.107 -0.192 0.628  0.21
H -2.798 1.209 2.530  0.22
H -3.306 2.646 1.648  0.21
H -1.498 -0.373 2.331  0.20
H 0.305 -1.904 2.671  0.22

Forces on the atoms, in the same order (eV/Å):
-0.03 -0.20 0.07
0.02 0.34 -0.10
-0.12 0.06 0.03
0.01 -0.25 0.04
0.04 -0.05 -0.05
0.09 -0.23 0.16
-0.15 0.22 0.20
0.00 0.14 -0.12
0.17 0.12 -0.17
-0.12 0.33 -0.15
-0.12 -0.43 0.01
0.20 0.11 -0.11
0.18 -0.20 -0.08
-0.13 0.08 0.00
0.25 -0.08 -0.10
-0.47 -0.27 0.66
0.20 -0.05 -0.04
-0.13 0.52 -0.42
-0.09 -0.14 0.17
0.03 -0.10 0.03
-0.14 0.28 -0.05
0.42 -0.22 0.06
-0.09 -0.02 0.02
0.00 0.00 -0.05
0.00 0.02 0.02
0.14 0.06 -0.03
0.01 0.08 -0.03
-0.08 0.04 0.02
0.08 -0.01 -0.10
0.03 -0.01 -0.01
-0.13 0.06 0.10
-0.13 0.06 -0.14
0.02 0.09 0.14
0.03 0.18 -0.12
-0.05 -0.02 -0.01
0.24 -0.30 0.06
0.04 -0.09 0.07
-0.01 0.00 -0.02
-0.08 0.04 -0.02
-0.01 -0.08 0.03
-0.12 0.01 -0.03
0.02 -0.10 0.03